1) # C4H8N

A cluster of 2 separate species, C4H8N in total (the ωB97M-V functional and the def2-TZVPD basis, the OMol25 dataset).

Geometry as XYZ:
```
13
Properties=species:S:1:pos:R:3
C 0.725 1.038 -0.253
C 0.841 -1.102 -0.290
C -0.265 -0.069 -0.083
C -1.644 0.008 -0.024
N 0.961 -0.037 0.709
H 1.220 0.975 -1.232
H 0.675 2.123 0.220
H 0.720 -2.152 0.099
H 1.563 -1.000 -1.066
H -1.986 0.959 0.453
H -2.159 -0.922 0.184
H -1.970 0.364 -1.106
H 1.321 -0.185 2.388
```

The frontier orbital gap is 0.3171 Eh. Its charge is +1. Its LUMO energy is -6.9 eV.

natural (NBO) atomic charge list, values in e, 4 entries:
1. C -0.2109
2. C -0.1987
3. C 0.1382
4. C -0.6713

***

2) # C4H8N

The ion C4H8N with charge +1 (the ωB97M-V functional and the def2-TZVPD basis, the OMol25 dataset).

Geometry as XYZ:
```
13
Properties=species:S:1:pos:R:3
C -1.335 -0.743 -0.123
C 0.792 -0.919 0.409
C 1.421 -0.064 -0.587
C -0.966 0.713 0.002
N 0.464 0.573 0.396
H -1.632 -1.199 0.806
H 1.083 -0.026 -1.704
H 2.385 0.365 -0.614
H 0.819 -1.501 1.338
H -1.600 -1.224 -0.995
H -1.386 1.231 0.868
H -0.887 1.509 -0.789
H 0.842 1.283 0.993
```

The frontier orbital gap is 0.3533 Eh. Its charge is +1. Its LUMO energy is -4.8 eV.

natural (NBO) atomic charge list, values in e, 4 entries:
1. C -0.2356
2. C -0.0500
3. C -0.2485
4. C -0.2680

***

It turns out 2) is the most stable, with the second structure 0.0629 hartree higher.

***

1) # C4H8N

A structure of composition C4H8N (the ωB97M-V functional and the def2-TZVPD basis, the OMol25 dataset).

Geometry as XYZ:
```
13
Properties=species:S:1:pos:R:3
C 1.516 0.215 -0.315
C -1.520 0.273 -0.924
C -2.415 0.275 0.020
C 1.721 -0.721 0.794
N 0.693 0.898 -0.883
H 2.466 0.649 -0.456
H -1.396 -0.010 -1.925
H -0.507 0.822 -0.798
H -2.369 0.535 1.070
H -3.433 -0.175 -0.138
H 2.531 -0.478 1.453
H 0.812 -0.532 1.480
H 1.901 -1.749 0.621
```

The frontier orbital gap (alpha / beta) is 0.3320 / 0.3320 Eh. Its charge is +1. Its LUMO energy (alpha / beta) is -7.1 / -7.1 eV.

natural (NBO) atomic charge list, values in e, 4 entries:
1. C 0.1348
2. C -0.1406
3. C -0.3290
4. C -0.6939

***

2) # C4H8N

The ion C4H8N with charge +1 (the ωB97M-V functional and the def2-TZVPD basis, the OMol25 dataset).

Geometry as XYZ:
```
13
Properties=species:S:1:pos:R:3
C 0.124 -0.986 0.010
C -1.115 0.049 0.522
C -2.134 0.101 -0.419
C 2.093 0.476 -0.090
N 1.267 -0.640 -0.133
H -0.248 -1.990 -0.090
H -1.358 -0.495 1.438
H -0.592 0.989 0.695
H -2.166 0.878 -1.166
H -2.878 -0.674 -0.497
H 2.970 0.231 0.511
H 1.600 1.365 0.324
H 2.437 0.695 -1.105
```

The frontier orbital gap (alpha / beta) is 0.2844 / 0.2843 Eh. Its charge is +1. Its LUMO energy (alpha / beta) is -6.8 / -6.8 eV.

natural (NBO) atomic charge list, values in e, 4 entries:
1. C 0.2526
2. C -0.5994
3. C 0.0674
4. C -0.4593

***

3) # C4H8N

A cluster of 2 separate species, C4H8N in total (the ωB97M-V functional and the def2-TZVPD basis, the OMol25 dataset).

Geometry as XYZ:
```
13
Properties=species:S:1:pos:R:3
C -0.804 2.020 -0.665
C -0.122 0.938 -0.531
C -0.009 -1.559 -0.010
C 0.725 -0.927 0.996
N -0.353 -0.150 0.362
H -0.735 2.700 -1.505
H -1.708 2.185 -0.053
H 1.496 0.555 -1.276
H 0.445 -1.664 -0.981
H -0.737 -2.467 0.405
H 0.600 -1.283 2.019
H 1.657 -0.433 0.687
H -1.267 0.147 0.851
```

The frontier orbital gap is 0.3946 Eh. Its charge is +1. Its LUMO energy is -4.6 eV.

natural (NBO) atomic charge list, values in e, 4 entries:
1. C -0.4378
2. C 0.0926
3. C -0.2044
4. C -0.2164

***

It turns out 2) is the most stable, with the second structure 0.0806 hartree higher.

***

1) # C6H9NO2

The molecule C6H9NO2 (the ωB97M-V functional and the def2-TZVPD basis, the OMol25 dataset).

Geometry as XYZ:
```
18
Properties=species:S:1:pos:R:3
C -2.268 0.401 -1.951
C -1.771 0.975 -0.682
C -0.737 0.633 0.208
C -0.134 1.414 1.328
N 0.261 0.154 1.969
C -0.098 -0.679 0.753
C 1.240 -0.982 -0.127
O 2.239 -0.698 0.578
O 1.361 -1.313 -1.464
H -2.157 0.909 -3.026
H -1.774 -0.752 -2.317
H -3.428 0.598 -1.972
H -1.920 2.125 -1.093
H 0.947 1.950 1.045
H -0.715 2.101 1.941
H 1.350 -0.023 2.309
H -0.710 -1.499 1.014
H 0.391 -0.967 -1.776
```

The frontier orbital gap is 0.3385 Eh. Its SMILES is C/C=C1/CN[C@@H]1C(=O)O. Its charge is 0. Its LUMO energy is 0.4 eV.

natural (NBO) atomic charge list, values in e, 4 entries:
1. C -0.6674
2. C -0.2175
3. C -0.0042
4. C -0.2485

***

2) # C6H9NO2

The molecule C6H9NO2 (the ωB97M-V functional and the def2-TZVPD basis, the OMol25 dataset).

Geometry as XYZ:
```
18
Properties=species:S:1:pos:R:3
C -1.548 1.833 -0.596
C -1.064 0.607 -0.849
O -1.756 -0.342 -1.561
C 0.629 0.463 -0.935
O 1.278 1.267 -1.560
C 0.927 -0.514 0.040
C 2.017 -1.527 -0.116
C -0.138 -0.603 0.951
N -0.223 0.127 2.099
H -2.436 2.232 -1.077
H -0.936 2.554 -0.065
H -2.572 0.049 -1.911
H 2.850 -1.110 -0.686
H 2.422 -1.832 0.855
H 1.669 -2.430 -0.629
H -0.717 -1.524 0.996
H -0.715 -0.236 2.904
H 0.312 0.986 2.138
```

The frontier orbital gap (alpha / beta) is 0.2323 / 0.2318 Eh. Its SMILES is C=C(O)C(=O)/C(C)=C\N. Its charge is 0. Its LUMO energy (alpha / beta) is -0.8 / -0.8 eV.

natural (NBO) atomic charge list, values in e, 4 entries:
1. C -0.4822
2. C 0.1614
3. O -0.6976
4. C 0.5407

***

3) # C6H9NO2

The molecule C6H9NO2 (the ωB97M-V functional and the def2-TZVPD basis, the OMol25 dataset).

Geometry as XYZ:
```
18
Properties=species:S:1:pos:R:3
C 1.092 1.727 -0.274
C -0.198 1.497 -0.198
C 1.886 0.477 -0.101
C -0.679 0.101 -0.089
C -1.810 -0.514 -0.966
C -0.753 -0.512 1.321
N 1.226 -0.620 -0.705
O 2.967 0.318 0.453
O 1.662 -1.825 -0.368
H 1.444 2.755 -0.517
H -0.824 2.382 -0.441
H -1.573 -0.212 -1.996
H -2.833 -0.415 -0.644
H -1.629 -1.519 -0.756
H -1.073 -1.530 1.398
H -1.517 -0.018 1.848
H 0.226 -0.439 1.715
H 2.386 -1.653 0.318
```

The frontier orbital gap (alpha / beta) is 0.3250 / 0.3250 Eh. Its charge is 0. Its LUMO energy (alpha / beta) is 0.3 / 0.3 eV.

natural (NBO) atomic charge list, values in e, 4 entries:
1. C -0.2354
2. C -0.2368
3. C 0.5379
4. C 0.2517

***

It turns out 3) is the most stable, with the second structure 0.0195 hartree higher.

***

1) # C6H9NO2

A structure of composition C6H9NO2 (the ωB97M-V functional and the def2-TZVPD basis, the OMol25 dataset).

Geometry as XYZ:
```
18
Properties=species:S:1:pos:R:3
C -0.901 -0.580 0.654
C -2.138 0.168 0.256
C 1.760 -0.333 0.823
C 0.420 -0.021 -1.302
C 0.596 0.275 0.103
C 0.612 1.665 -0.209
O 2.198 -1.466 0.230
N -0.204 -0.372 -2.286
O 2.289 0.168 1.777
H 2.905 -1.837 0.781
H 0.171 -1.066 -2.928
H -0.857 -1.606 0.288
H -0.692 -0.520 1.721
H -0.238 2.237 -0.549
H 1.460 2.225 0.155
H -3.004 -0.241 0.783
H -2.326 0.080 -0.816
H -2.052 1.224 0.520
```

The frontier orbital gap (alpha / beta) is 0.2547 / 0.2546 Eh. Its charge is 0. Its LUMO energy (alpha / beta) is 0.2 / 0.2 eV.

natural (NBO) atomic charge list, values in e, 4 entries:
1. C -0.3020
2. C -0.6476
3. C 0.7983
4. C 0.5532

***

2) # C6H9NO2

A structure of composition C6H9NO2 (the ωB97M-V functional and the def2-TZVPD basis, the OMol25 dataset).

Geometry as XYZ:
```
18
Properties=species:S:1:pos:R:3
C -2.545 0.209 0.317
C -1.027 -0.080 0.171
C 0.017 -0.336 1.301
C 1.051 -0.133 0.139
C 0.730 -1.278 -0.713
C 0.048 0.927 -0.301
H -2.732 1.136 0.801
H -3.008 -0.650 0.808
H -3.032 0.169 -0.732
H 0.096 0.404 2.100
H -0.092 -1.389 1.651
H 2.945 -0.554 0.521
H 1.057 -1.328 -1.777
H 1.110 -2.229 -0.318
H -1.113 -1.091 -1.571
N -0.771 -1.270 -0.639
O 2.387 0.257 0.362
O 0.178 2.064 -0.673
```

The frontier orbital gap is 0.3474 Eh. Its charge is 0. Its LUMO energy is 0.7 eV.

natural (NBO) atomic charge list, values in e, 4 entries:
1. C -0.6115
2. C 0.0234
3. C -0.4261
4. C 0.1179

***

3) # C6H9NO2

The molecule C6H9NO2 (the ωB97M-V functional and the def2-TZVPD basis, the OMol25 dataset).

Geometry as XYZ:
```
18
Properties=species:S:1:pos:R:3
C 2.234 -0.057 0.194
C 0.755 0.076 0.273
C -0.198 -0.143 -0.639
C -0.104 -0.385 -2.100
N -1.469 -0.157 0.006
O -2.664 0.027 -0.681
C -1.417 0.317 1.310
O -2.405 0.519 1.987
C 0.095 0.323 1.627
H 2.642 -0.841 0.901
H 2.721 -0.238 -0.789
H 2.686 0.846 0.754
H -0.849 0.290 -2.649
H -0.339 -1.499 -2.332
H 1.071 -0.057 -2.367
H -3.292 0.147 0.074
H 0.218 1.291 2.066
H 0.314 -0.459 2.363
```

The frontier orbital gap is 0.3252 Eh. Its SMILES is CC1=C(C)N(O)C(=O)C1. Its charge is 0. Its LUMO energy is 0.7 eV.

natural (NBO) atomic charge list, values in e, 4 entries:
1. C -0.6405
2. C -0.0626
3. C 0.1612
4. C -0.6563

***

It turns out 2) is the most stable, with the second structure 0.0116 hartree higher.

***

1) # C6H9NO2

A cluster of 2 separate species, C6H9NO2 in total (the ωB97M-V functional and the def2-TZVPD basis, the OMol25 dataset).

Geometry as XYZ:
```
18
Properties=species:S:1:pos:R:3
C 2.493 0.094 -1.135
C 1.756 -0.111 0.149
O 2.077 0.197 1.252
C 0.793 -1.522 -0.042
N 0.396 -2.592 -0.199
H 1.777 0.182 -1.946
H 3.086 1.005 -1.057
H 3.140 -0.762 -1.319
C -2.231 0.218 -0.650
C -0.994 0.473 0.156
C -1.132 0.353 1.646
O 0.014 0.963 -0.372
H -2.551 -0.813 -0.511
H -3.032 0.870 -0.299
H -2.058 0.403 -1.707
H -0.161 0.329 2.131
H -1.665 1.242 1.992
H -1.709 -0.530 1.910
```

The frontier orbital gap is 0.3933 Eh. Its SMILES is CC(=O)C#N.CC(C)=O. Its charge is 0. Its LUMO energy is 0.3 eV.

natural (NBO) atomic charge list, values in e, 4 entries:
1. C -0.7040
2. C 0.6416
3. O -0.5254
4. C 0.1164

***

2) # C6H9NO2

The molecule C6H9NO2 (the ωB97M-V functional and the def2-TZVPD basis, the OMol25 dataset).

Geometry as XYZ:
```
18
Properties=species:S:1:pos:R:3
C -0.990 1.634 -1.638
C -0.828 1.567 -0.301
N -0.684 2.659 0.517
C -1.151 0.292 0.415
O -1.871 0.209 1.382
C -0.338 -0.879 -0.095
O 0.751 -0.535 -0.896
C 1.014 -1.123 0.412
C 1.557 -2.517 0.536
H -1.079 0.750 -2.224
H -0.938 2.579 -2.150
H -0.466 3.567 0.119
H -0.576 2.527 1.496
H -0.930 -1.748 -0.378
H 1.442 -0.389 1.094
H 1.322 -2.915 1.523
H 1.125 -3.166 -0.224
H 2.640 -2.513 0.413
```

The frontier orbital gap is 0.3313 Eh. Its SMILES is C=C(N)C(=O)[C@H]1O[C@@H]1C. Its charge is 0. Its LUMO energy is 0.8 eV.

natural (NBO) atomic charge list, values in e, 4 entries:
1. C -0.4705
2. C 0.0849
3. N -0.8048
4. C 0.5386

***

3) # C6H9NO2

The molecule C6H9NO2 (the ωB97M-V functional and the def2-TZVPD basis, the OMol25 dataset).

Geometry as XYZ:
```
18
Properties=species:S:1:pos:R:3
C -1.514 -1.008 0.264
C -0.213 -0.213 0.341
C -0.179 0.679 1.583
C 0.990 -1.270 0.487
N 1.680 -2.153 0.780
C 0.122 0.597 -0.914
O -0.414 0.026 -2.101
C 1.673 0.611 -1.018
O 2.360 1.480 -0.491
H -1.549 -1.785 1.035
H -2.374 -0.345 0.413
H -1.642 -1.501 -0.704
H -0.251 0.090 2.502
H -1.020 1.383 1.565
H 0.743 1.271 1.620
H -0.220 1.634 -0.833
H -0.274 0.658 -2.828
H 2.084 -0.154 -1.700
```

The frontier orbital gap is 0.3849 Eh. Its SMILES is CC(C)(C#N)[C@H](O)C=O. Its charge is 0. Its LUMO energy is 0.3 eV.

natural (NBO) atomic charge list, values in e, 4 entries:
1. C -0.6079
2. C -0.0908
3. C -0.6081
4. C 0.2458

***

It turns out 3) is the most stable, with the second structure 0.0143 hartree higher.

***

1) # C4H9N2S

The ion C4H9N2S with charge +1 (the ωB97M-V functional and the def2-TZVPD basis, the OMol25 dataset).

Geometry as XYZ:
```
16
Properties=species:S:1:pos:R:3
C 1.270 -1.780 -0.363
C 0.471 -0.639 -0.006
C -0.124 -0.601 1.338
N 0.392 0.524 -0.773
C -0.315 1.786 -0.684
N -1.584 1.562 -0.138
S -0.056 3.502 -1.229
H 0.613 -2.659 -0.703
H 1.697 -2.149 0.628
H 1.999 -1.605 -1.080
H 0.252 0.367 1.662
H 0.134 -1.440 2.018
H -1.302 -0.493 1.361
H 0.932 0.231 -1.673
H -2.208 0.901 -0.393
H -2.171 2.492 0.035
```

The frontier orbital gap (alpha / beta) is 0.2511 / 0.2511 Eh. Its SMILES is CC(C)=[NH+]C(N)=S. Its charge is +1. Its LUMO energy (alpha / beta) is -5.8 / -5.8 eV.

natural (NBO) atomic charge list, values in e, 4 entries:
1. C -0.7232
2. C 0.5504
3. C -0.7320
4. N -0.5632

***

2) # C4H9N2S

The ion C4H9N2S with charge +1 (the ωB97M-V functional and the def2-TZVPD basis, the OMol25 dataset).

Geometry as XYZ:
```
16
Properties=species:S:1:pos:R:3
C -1.484 0.484 0.046
C 1.187 0.248 0.843
C 1.084 0.209 -0.752
C -0.055 -0.425 0.034
N -1.414 1.800 -0.029
N -0.382 -1.711 -0.076
S -2.968 -0.411 0.020
H 2.006 -0.238 1.442
H 0.991 1.187 1.392
H 1.057 1.096 -1.436
H 1.722 -0.448 -1.344
H -0.655 2.212 -0.534
H -2.269 2.345 0.016
H -2.087 -1.563 -0.103
H 0.010 -2.307 0.628
H -0.349 -2.227 -0.936
```

The frontier orbital gap is 0.3660 Eh. Its charge is +1. Its LUMO energy is -4.3 eV.

natural (NBO) atomic charge list, values in e, 4 entries:
1. C 0.2248
2. C -0.3956
3. C -0.4441
4. C 0.0732

***

It turns out 2) is the most stable, with the second structure 0.0249 hartree higher.